ORCA calculation (ωB97M-V/def2-TZVPD) on an isolated molecule of C4H4N2S at a distorted geometry.

For the total energy, the calculation gives -18023.33565 eV. As for the multiplicity: 1. For the HOMO-LUMO gap (alpha / beta), the calculation gives 0.2930 / 0.2597 hartree. The value obtained for the highest occupied orbital energy (alpha / beta) is -9.1 / -8.6 eV. For the energy above the lowest of the compared OMol25 structures with the same formula, charge and spin, the calculation gives 113.1 kcal per mole.

Each line ends with the Löwdin charge.
Positions of all 11 atoms, in Å:
C 3.315 -0.361 -0.034  -0.2481
C 0.807 -1.044 -0.001  -0.0725
C 2.091 -0.975 -0.015  -0.0106
C -0.272 0.196 0.031  -0.2799
N 4.448 -0.100 0.052  0.1603
N 0.066 1.385 -0.588  -0.6307
S 0.804 2.702 0.014  0.5995
H 0.343 -2.090 -0.050  0.1258
H -1.139 -0.170 -0.643  0.1446
H -0.401 0.462 1.042  0.0826
H 0.271 1.284 -1.665  0.1288

ORCA calculation (ωB97M-V/def2-TZVPD) on an isolated molecule of C21H23NO4.

As for the structure (SMILES): COc1ccc(COC(=O)[C@@H]2CC(=O)N(Cc3ccc(C)cc3)C2)cc1. For the total energy, the calculation gives -31831.30172 eV. As for the multiplicity: 1. For the HOMO-LUMO gap, the calculation gives 0.3419 hartree. The value obtained for the highest occupied orbital energy is -8.7 eV. For the energy above the lowest of the compared OMol25 structures with the same formula, charge and spin, the calculation gives 32.7 kcal per mole.

Each line ends with the Löwdin charge.
Positions of all 49 atoms, in Å:
C -6.084 -2.051 -1.961  -0.0889
O -5.997 -0.835 -1.258  -0.0813
C -4.927 -0.625 -0.447  -0.2756
C -4.898 0.603 0.218  0.0080
C -3.860 0.915 1.068  -0.0209
C -2.825 0.009 1.281  -0.2067
C -1.665 0.374 2.165  -0.1008
O -0.649 1.031 1.389  0.0084
C -0.687 2.361 1.319  -0.4695
O -1.455 3.057 1.927  0.1205
C 0.350 2.888 0.346  -0.1576
C -0.047 2.546 -1.098  -0.0077
C 1.266 2.214 -1.794  -0.4636
O 1.432 2.064 -2.984  0.0676
N 2.219 2.109 -0.847  -0.0506
C 3.551 1.617 -1.110  -0.0912
C 3.727 0.216 -0.582  -0.2169
C 2.884 -0.796 -1.029  -0.0210
C 3.006 -2.079 -0.534  -0.0381
C 3.974 -2.389 0.415  -0.2846
C 4.118 -3.789 0.928  -0.0542
C 4.814 -1.376 0.857  -0.0447
C 4.690 -0.087 0.368  -0.0374
C 1.740 2.252 0.505  -0.0805
C -2.850 -1.205 0.611  -0.0290
C -3.890 -1.529 -0.244  -0.0165
H -7.008 -1.993 -2.535  0.0931
H -5.241 -2.181 -2.646  0.0960
H -6.136 -2.906 -1.280  0.0954
H -5.706 1.296 0.048  0.1192
H -3.844 1.870 1.571  0.1155
H -1.181 -0.515 2.577  0.1317
H -1.981 1.045 2.968  0.1292
H 0.403 3.972 0.475  0.1552
H -0.570 3.354 -1.604  0.1325
H -0.679 1.655 -1.138  0.1346
H 3.673 1.634 -2.197  0.1340
H 4.283 2.293 -0.655  0.1280
H 2.132 -0.568 -1.770  0.1185
H 2.344 -2.856 -0.890  0.1118
H 3.146 -4.267 1.030  0.0765
H 4.621 -3.802 1.892  0.0744
H 4.710 -4.381 0.229  0.0842
H 5.573 -1.596 1.594  0.1094
H 5.351 0.689 0.728  0.1095
H 1.675 1.273 0.995  0.1301
H 2.419 2.887 1.083  0.1358
H -2.047 -1.912 0.757  0.1163
H -3.877 -2.484 -0.745  0.1020

ORCA calculation (ωB97M-V/def2-TZVPD) on a structure of composition C10H21Cl3IO3P2Pt at a distorted geometry.

As for the total charge: +3. For the total energy, the calculation gives -84311.34232 eV. As for the multiplicity: 5. For the HOMO-LUMO gap (alpha / beta), the calculation gives 0.3106 / 0.1572 hartree. The value obtained for the highest occupied orbital energy (alpha / beta) is -18.6 / -18.6 eV. Its expectation value of S² is 6.017. For the energy above the lowest of the compared OMol25 structures with the same formula, charge and spin, the calculation gives 0.0 kcal per mole.

Each line ends with the Löwdin charge.
Positions of all 41 atoms, in Å:
C 0.111 3.017 -1.982  -0.5979
I 0.088 4.886 -2.790  1.5021
H -0.372 2.852 -0.985  0.0464
H -0.251 2.294 -2.711  -0.0054
H 1.173 2.799 -1.881  -0.0210
Pt 0.365 -0.613 -0.373  0.8429
P -1.779 -0.176 -1.169  0.7061
C -2.417 -1.874 -1.299  -0.2283
C -3.066 0.713 -0.207  -0.1994
H -4.024 0.678 -0.728  0.0807
H -3.347 0.452 -2.940  0.0877
H -2.787 1.760 -0.091  0.0513
H -1.956 1.551 -2.936  0.0168
H -2.298 -2.356 -0.337  0.0060
H -3.181 0.259 0.774  0.0617
C -2.250 0.505 -2.830  -0.2086
H -3.471 -1.862 -1.577  0.0899
H -1.784 -0.079 -3.629  0.0722
H -1.837 -2.409 -2.043  0.0593
P 1.944 0.756 0.564  0.6967
C 3.282 -0.387 1.089  -0.1949
C 2.909 2.139 -0.216  -0.2174
H 0.724 2.419 1.748  0.0545
H 2.285 2.131 2.511  0.0854
H 0.943 0.944 2.716  0.0433
C 1.425 1.651 2.052  -0.2052
H 2.249 2.988 -0.430  0.0196
H 3.716 2.504 0.443  0.0932
H 4.009 0.170 1.707  0.0952
H 3.812 -0.743 0.201  0.0717
H 3.376 1.807 -1.149  0.0691
H 2.832 -1.227 1.647  0.0329
C 0.983 -2.226 -1.014  -0.2726
O 1.294 -3.317 -1.343  0.1814
Cl -0.749 -3.947 4.639  0.7024
C -0.785 -3.605 2.875  -1.4568
Cl -0.251 -5.008 1.965  0.6961
Cl -2.431 -3.117 2.384  0.6838
C 0.279 -2.380 2.539  -0.6684
O 1.468 -2.718 2.425  0.1965
O -0.234 -1.233 2.382  -0.0690

ORCA calculation (ωB97M-V/def2-TZVPD) on a structure of composition C21H34CoN8O2SSi at a distorted geometry.

As for the total charge: +2. For the total energy, the calculation gives -94666.17399 eV. As for the multiplicity: 4. For the HOMO-LUMO gap (alpha / beta), the calculation gives 0.2404 / 0.2361 hartree. The value obtained for the highest occupied orbital energy (alpha / beta) is -12.3 / -12.4 eV. Its expectation value of S² is 3.762.

Each line ends with the Löwdin charge.
Positions of all 68 atoms, in Å:
Co 0.216 -0.930 0.372  0.4574
O 0.250 6.507 -0.079  0.0961
N 0.082 5.514 -0.752  -0.3591
O -0.334 5.511 -1.893  0.0732
C 0.389 4.261 -0.126  -0.1017
C 0.455 4.264 1.250  0.0633
C 0.808 3.150 2.012  -0.2777
C 0.895 3.246 3.410  -0.0472
C 1.243 2.325 4.383  -0.0784
C 1.306 0.926 4.354  -0.2303
N 0.849 0.086 3.462  -0.3497
C 1.145 1.882 1.304  -0.3467
C 0.834 1.857 -0.166  -0.1900
N 0.840 0.657 -0.766  0.0100
C 0.730 0.583 -2.091  -0.1004
C 0.593 1.716 -2.882  -0.0051
C 0.484 2.948 -2.276  0.0452
C 0.562 3.048 -0.873  -0.0538
H 0.234 5.196 1.753  0.1413
H 0.742 4.253 3.779  0.1289
H 1.469 2.750 5.353  0.1091
H 1.743 0.433 5.215  0.1201
H 0.795 -0.407 -2.519  0.0968
H 0.561 1.627 -3.956  0.1232
H 0.348 3.839 -2.868  0.1166
N 2.397 -0.873 1.089  0.0222
N 3.108 0.314 1.289  0.0673
C 2.585 1.511 1.506  -0.2466
N 3.402 2.500 1.828  0.2630
S 0.001 0.514 2.171  0.9851
H 2.349 -1.416 1.956  0.1135
H 2.839 -1.439 0.366  0.0984
H 4.118 0.233 1.413  0.1844
H 4.396 2.379 1.961  0.1535
H 3.006 3.412 2.020  0.1395
N -4.850 -0.524 -0.764  0.0620
C -4.237 -1.875 -0.648  -0.0796
C -2.723 -1.750 -0.849  -0.1790
N -2.110 -0.847 0.116  -0.1047
C -2.731 0.468 0.026  -0.1862
C -4.252 0.410 0.228  -0.0838
H -5.869 -0.578 -0.640  0.1997
H -4.670 -0.162 -1.710  0.1954
H -4.667 -2.542 -1.397  0.1492
H -4.463 -2.276 0.343  0.1489
H -2.505 -1.374 -1.851  0.1285
H -2.256 -2.731 -0.762  0.1120
H -2.244 -1.220 1.057  0.1217
H -2.501 0.886 -0.960  0.1362
H -2.304 1.131 0.781  0.1004
H -4.688 1.401 0.102  0.1474
H -4.496 0.049 1.231  0.1491
C 2.670 -2.952 -1.972  -0.1821
Si 0.966 -3.663 -1.471  0.4703
C 1.056 -5.560 -1.287  -0.1772
C -0.302 -3.247 -2.846  -0.1853
C 0.440 -2.964 0.218  -0.3346
H 2.923 -3.260 -2.982  0.0356
H 3.459 -3.323 -1.326  0.0295
H 2.692 -1.865 -1.953  -0.0021
H 1.313 -6.019 -2.235  0.0290
H 0.109 -5.978 -0.963  0.0280
H 1.807 -5.851 -0.562  0.0295
H 0.101 -3.526 -3.815  0.0367
H -0.539 -2.189 -2.887  -0.0138
H -1.228 -3.799 -2.720  0.0236
H 1.174 -3.265 0.967  -0.0088
H -0.517 -3.384 0.533  -0.0172

ORCA calculation (ωB97M-V/def2-TZVPD) on a cluster of 2 separate species, C4H9NO in total at a distorted geometry.

As for the structure (SMILES): C=C/C=C/N.O. For the total energy, the calculation gives -7830.12271 eV. As for the multiplicity: 1. For the HOMO-LUMO gap, the calculation gives 0.3370 hartree. The value obtained for the highest occupied orbital energy is -8.2 eV. For the energy above the lowest of the compared OMol25 structures with the same formula, charge and spin, the calculation gives 50.7 kcal per mole.

Each line ends with the Löwdin charge.
Positions of all 15 atoms, in Å:
C -2.306 0.925 -0.108  0.0012
C -1.924 -0.316 -0.441  -0.2137
C -0.540 -0.788 -0.376  -0.1444
C 0.065 -0.852 0.827  -0.1973
N 1.448 -1.113 0.871  0.0261
H -3.283 1.306 -0.342  0.0457
H -1.552 1.529 0.371  0.0496
H -2.671 -0.988 -0.876  0.0935
H -0.092 -1.086 -1.305  0.1023
H -0.446 -0.632 1.754  0.1167
H 1.769 -1.644 1.662  0.0782
H 1.925 -1.205 -0.006  0.0798
O 2.311 1.659 -0.759  -0.0569
H 2.006 1.064 -0.069  -0.0085
H 1.809 2.431 -0.504  0.0277

ORCA calculation (ωB97M-V/def2-TZVPD) on the ion C6H10N with charge +1 at a distorted geometry.

As for the total charge: +1. As for the structure (SMILES): C#CC/[N+](C)=C\C. For the total energy, the calculation gives -7863.42975 eV. As for the multiplicity: 1. For the HOMO-LUMO gap (alpha / beta), the calculation gives 0.3360 / 0.3360 hartree. The value obtained for the highest occupied orbital energy (alpha / beta) is -14.6 / -14.6 eV. For the energy above the lowest of the compared OMol25 structures with the same formula, charge and spin, the calculation gives 67.3 kcal per mole.

Each line ends with the Löwdin charge.
Positions of all 17 atoms, in Å:
C 1.630 0.856 0.840  0.1310
C 1.057 1.419 -0.066  -0.0058
C -0.149 1.189 -0.875  -0.0803
N -0.728 0.069 -0.114  -0.1367
C -2.033 0.248 0.452  0.0101
C 0.153 -0.773 0.337  -0.1025
C 1.242 -1.400 -0.433  -0.0229
H 2.379 0.753 1.578  0.0860
H -0.827 2.043 -0.879  0.1400
H 0.085 0.922 -1.909  0.1436
H -2.129 1.242 0.894  0.1136
H -2.780 0.154 -0.340  0.1184
H -2.234 -0.507 1.208  0.1092
H -0.181 -1.379 1.181  0.1649
H 1.565 -0.837 -1.301  0.0987
H 0.846 -2.371 -0.761  0.1235
H 2.102 -1.629 0.189  0.1091